(1)
Computed, not measured: one molecule with the formula C21H31N3O3, with ωB97M-V/def2-TZVPD.

Calculated values
Relative energy (zero: lowest compared OMol25 entry of this formula, charge and spin) = 2.6005 eV
Structure (SMILES) = CCCCN(CC)Cc1ccc(CNC(=O)Nc2ccc(OCC)cc2)o1

```
! RIJCOSX wB97M-V def2-TZVPD def2/J DEFGRID3
* xyz 0 1
C -6.09 -2.81 1.14
C -5.84 -1.36 1.57
C -5.39 -0.50 0.39
C -5.09 0.94 0.86
N -4.67 1.89 -0.15
C -5.70 2.63 -0.84
C -6.55 1.87 -1.87
C -3.57 1.46 -0.99
C -2.39 1.06 -0.17
C -1.54 1.78 0.61
C -0.64 0.85 1.19
C -1.02 -0.38 0.73
C -0.43 -1.74 0.95
N 0.94 -1.80 0.48
C 1.26 -2.39 -0.71
O 0.53 -3.18 -1.28
N 2.52 -2.11 -1.19
C 3.40 -1.09 -0.82
C 2.96 0.20 -0.51
C 3.86 1.18 -0.16
C 5.23 0.92 -0.13
O 6.02 1.97 0.22
C 7.41 1.79 0.37
C 7.78 1.09 1.67
C 5.68 -0.35 -0.48
C 4.77 -1.34 -0.82
O -2.07 -0.25 -0.10
H -5.19 -3.24 0.73
H -6.41 -3.41 1.99
H -6.87 -2.85 0.38
H -5.07 -1.34 2.35
H -6.75 -0.95 2.00
H -4.48 -0.94 -0.04
H -6.16 -0.50 -0.37
H -4.29 0.89 1.61
H -5.97 1.35 1.34
H -6.36 3.05 -0.08
H -5.21 3.47 -1.34
H -7.19 2.57 -2.40
H -7.18 1.13 -1.39
H -5.91 1.38 -2.60
H -3.82 0.62 -1.65
H -3.29 2.32 -1.62
H -1.55 2.84 0.75
H 0.16 1.07 1.87
H -0.45 -2.00 2.01
H -1.00 -2.47 0.37
H 1.60 -1.15 0.88
H 2.84 -2.76 -1.89
H 1.91 0.44 -0.57
H 3.52 2.17 0.08
H 7.82 2.81 0.37
H 7.83 1.26 -0.50
H 8.86 1.03 1.76
H 7.36 0.09 1.70
H 7.39 1.65 2.52
H 6.73 -0.59 -0.49
H 5.13 -2.32 -1.09
*
```

The computed natural (NBO) charges, all in e, follow: C -0.598; C -0.388; C -0.426; C -0.211; N -0.444; C -0.199; C -0.634; C -0.268; C 0.279; C -0.297; C -0.316; C 0.256; C -0.272; N -0.627; C 0.788; O -0.652; N -0.634; C 0.121; C -0.252; C -0.226; C 0.273; O -0.493; C -0.062; C -0.638; C -0.245; C -0.234; O -0.401; H 0.203; H 0.206; H 0.200; H 0.194; H 0.191; H 0.206; H 0.193; H 0.194; H 0.195; H 0.192; H 0.186; H 0.211; H 0.201; H 0.203; H 0.189; H 0.216; H 0.229; H 0.222; H 0.211; H 0.260; H 0.400; H 0.411; H 0.231; H 0.225; H 0.194; H 0.168; H 0.215; H 0.212; H 0.216; H 0.211; H 0.214

(2)
Computed, not measured: one molecule with the formula C21H31N3OS, with ωB97M-V/def2-TZVPD.

Calculated values
Relative energy (zero: lowest compared OMol25 entry of this formula, charge and spin) = 2.1005 eV
Structure (SMILES) = CC(C)c1csc(CN2CCN(CCc3ccccc3)[C@@H](CCO)C2)n1

```
! RIJCOSX wB97M-V def2-TZVPD def2/J DEFGRID3
* xyz 0 1
C -4.83 -3.00 -1.06
C -5.84 -1.95 -0.57
C -6.50 -2.41 0.73
C -5.14 -0.65 -0.35
C -5.40 0.53 -0.99
S -4.35 1.78 -0.44
C -3.62 0.61 0.63
C -2.48 0.97 1.51
N -1.25 1.04 0.73
C -0.95 -0.22 0.04
C 0.53 -0.60 0.16
N 1.35 0.53 -0.19
C 2.72 0.22 -0.48
C 3.53 -0.42 0.67
C 4.96 -0.59 0.25
C 5.87 0.45 0.41
C 7.18 0.31 -0.01
C 7.60 -0.87 -0.61
C 6.70 -1.91 -0.78
C 5.39 -1.77 -0.35
C 1.14 1.70 0.66
C 1.13 2.98 -0.20
C 0.18 2.94 -1.40
O -1.16 3.18 -1.07
C -0.13 1.53 1.51
N -4.13 -0.57 0.56
H -5.32 -3.95 -1.21
H -4.37 -2.68 -1.99
H -4.04 -3.12 -0.31
H -6.61 -1.81 -1.34
H -7.24 -1.68 1.06
H -5.75 -2.51 1.51
H -7.00 -3.36 0.59
H -6.14 0.72 -1.74
H -2.41 0.23 2.32
H -2.65 1.96 1.94
H -1.56 -1.04 0.44
H -1.20 -0.10 -1.02
H 0.74 -1.41 -0.54
H 0.73 -0.99 1.18
H 2.74 -0.47 -1.33
H 3.22 1.14 -0.79
H 3.48 0.22 1.55
H 3.10 -1.39 0.92
H 5.55 1.37 0.88
H 7.88 1.12 0.12
H 8.62 -0.98 -0.94
H 7.02 -2.83 -1.24
H 4.69 -2.58 -0.48
H 1.97 1.81 1.38
H 0.88 3.83 0.43
H 2.14 3.13 -0.58
H 0.30 1.98 -1.91
H 0.46 3.75 -2.09
H -1.43 2.46 -0.46
H 0.08 0.87 2.37
H -0.41 2.51 1.92
*
```

The computed natural (NBO) charges, all in e, follow: C -0.597; C -0.240; C -0.597; C 0.134; C -0.436; S 0.419; C 0.068; C -0.263; N -0.468; C -0.224; C -0.226; N -0.467; C -0.187; C -0.451; C -0.025; C -0.213; C -0.204; C -0.222; C -0.222; C -0.163; C -0.041; C -0.433; C -0.068; O -0.755; C -0.221; N -0.461; H 0.206; H 0.209; H 0.215; H 0.204; H 0.210; H 0.217; H 0.206; H 0.238; H 0.198; H 0.218; H 0.206; H 0.202; H 0.212; H 0.162; H 0.197; H 0.200; H 0.208; H 0.209; H 0.206; H 0.212; H 0.213; H 0.211; H 0.198; H 0.181; H 0.208; H 0.204; H 0.169; H 0.176; H 0.484; H 0.172; H 0.213

(3)
Computed, not measured: C21H31N3PbS as an isolated structure, with ωB97M-V/def2-TZVPD.

```
! RIJCOSX wB97M-V def2-TZVPD def2/J DEFGRID3
* xyz 2 1
C 0.52 -2.06 6.18
C 0.32 -1.31 4.89
C 0.47 -1.99 3.68
C 0.32 -1.29 2.46
C 0.00 0.07 2.39
C -0.14 0.90 1.11
C -0.58 0.08 -0.11
C -1.53 -1.00 0.27
N -2.33 -1.73 0.67
C -1.43 0.96 -1.09
C -2.84 1.27 -0.52
C -3.99 0.58 -1.28
C -5.10 1.57 -1.69
N -6.44 0.98 -1.55
C 0.69 -0.57 -0.84
S 0.38 -2.37 -1.15
C 1.84 -0.51 0.06
N 2.58 -0.23 0.92
C 1.11 0.06 -2.19
C 2.41 -0.54 -2.81
C 3.48 0.52 -3.15
C 3.85 1.44 -1.97
C 4.69 -0.21 -3.74
C -0.18 0.71 3.61
C -0.02 0.03 4.81
H -0.30 -1.94 6.89
H 1.42 -1.66 6.67
H 0.74 -3.11 5.98
H 0.69 -3.06 3.64
H 0.44 -1.87 1.54
H -0.83 1.72 1.32
H 0.81 1.40 0.91
H -1.61 0.32 -1.95
H -0.89 1.86 -1.38
H -2.90 1.13 0.56
H -2.98 2.34 -0.69
H -3.65 0.12 -2.22
H -4.43 -0.24 -0.70
H -5.02 2.51 -1.14
H -4.99 1.85 -2.74
H -6.95 1.06 -2.42
H -6.36 -0.01 -1.38
H 0.43 -2.45 -2.49
H 0.33 -0.03 -2.95
H 1.24 1.13 -2.03
H 2.82 -1.37 -2.22
H 2.13 -0.97 -3.77
H 3.02 1.14 -3.94
H 3.09 1.51 -1.19
H 4.83 1.14 -1.59
H 3.98 2.45 -2.36
H 4.34 -0.96 -4.45
H 5.33 0.51 -4.25
H 5.25 -0.69 -2.93
H -0.42 1.77 3.68
H -0.13 0.56 5.75
Pb 2.62 -1.90 2.69
*
```

The computed natural (NBO) charges, all in e, follow: C -0.649; C 0.039; C -0.390; C -0.384; C 0.024; C -0.446; C -0.141; C 0.260; N -0.258; C -0.377; C -0.419; C -0.423; C -0.209; N -0.821; C -0.281; S 0.046; C 0.535; N -0.560; C -0.407; C -0.421; C -0.206; C -0.624; C -0.600; C -0.077; C -0.161; H 0.276; H 0.249; H 0.230; H 0.255; H 0.241; H 0.272; H 0.253; H 0.227; H 0.232; H 0.211; H 0.233; H 0.204; H 0.219; H 0.176; H 0.184; H 0.367; H 0.350; H 0.195; H 0.255; H 0.233; H 0.203; H 0.234; H 0.207; H 0.171; H 0.223; H 0.239; H 0.217; H 0.234; H 0.202; H 0.249; H 0.259; Pb 1.652

(4)
Computed, not measured: one molecule with the formula C21H31N5O3, with ωB97M-V/def2-TZVPD.

Calculated values
Relative energy (zero: lowest compared OMol25 entry of this formula, charge and spin) = 0.2419 eV
Structure (SMILES) = CCOC(=O)N1CCN(Cc2nc3cc(NC(=O)CC(C)C)ccc3n2C)CC1

```
! RIJCOSX wB97M-V def2-TZVPD def2/J DEFGRID3
* xyz 0 1
C 2.67 6.25 -3.60
C 3.85 5.74 -2.79
O 3.60 4.38 -2.45
C 4.54 3.80 -1.67
O 5.52 4.38 -1.27
N 4.28 2.49 -1.43
C 3.03 1.84 -1.75
C 2.25 1.56 -0.46
N 3.07 0.76 0.44
C 2.32 0.34 1.61
C 1.20 -0.56 1.25
N -0.05 -0.33 1.53
C -0.76 -1.39 1.04
C -2.12 -1.65 1.08
C -2.56 -2.83 0.49
N -3.91 -3.20 0.46
C -5.01 -2.52 0.93
O -4.96 -1.44 1.47
C -6.28 -3.32 0.67
C -7.58 -2.65 1.13
C -7.59 -2.43 2.64
C -7.81 -1.33 0.39
C -1.66 -3.72 -0.11
C -0.30 -3.47 -0.15
C 0.14 -2.30 0.43
N 1.39 -1.74 0.57
C 2.63 -2.28 0.10
C 4.28 1.48 0.78
C 5.09 1.76 -0.49
H 1.76 6.18 -3.01
H 2.84 7.29 -3.87
H 2.55 5.66 -4.50
H 4.78 5.80 -3.37
H 3.99 6.32 -1.87
H 2.45 2.46 -2.42
H 3.26 0.89 -2.24
H 1.34 1.01 -0.69
H 1.97 2.52 0.01
H 3.01 -0.19 2.28
H 1.90 1.19 2.17
H -2.80 -0.97 1.54
H -4.09 -4.09 0.03
H -6.18 -4.28 1.18
H -6.34 -3.52 -0.40
H -8.40 -3.33 0.88
H -7.45 -3.37 3.17
H -6.80 -1.75 2.92
H -8.54 -2.00 2.95
H -8.77 -0.90 0.68
H -7.02 -0.63 0.63
H -7.83 -1.49 -0.69
H -2.04 -4.63 -0.55
H 0.38 -4.17 -0.62
H 3.34 -1.47 -0.02
H 2.47 -2.78 -0.85
H 3.02 -3.01 0.82
H 4.88 0.87 1.46
H 4.05 2.44 1.29
H 5.97 2.36 -0.26
H 5.39 0.82 -0.95
*
```

The computed natural (NBO) charges, all in e, follow: C -0.623; C -0.061; O -0.533; C 0.897; O -0.660; N -0.450; C -0.220; C -0.239; N -0.450; C -0.257; C 0.387; N -0.465; C 0.104; C -0.235; C 0.135; N -0.601; C 0.693; O -0.613; C -0.501; C -0.202; C -0.615; C -0.615; C -0.237; C -0.253; C 0.144; N -0.370; C -0.422; C -0.230; C -0.223; H 0.212; H 0.217; H 0.211; H 0.185; H 0.189; H 0.239; H 0.193; H 0.218; H 0.174; H 0.212; H 0.209; H 0.264; H 0.393; H 0.223; H 0.221; H 0.196; H 0.199; H 0.232; H 0.206; H 0.206; H 0.231; H 0.198; H 0.201; H 0.216; H 0.247; H 0.208; H 0.198; H 0.204; H 0.174; H 0.249; H 0.192

Number 1: calculated total energy -32892.7669 eV, largest force on an atom 0.94 eV/Å, LUMO energy 0.767 eV. Number 2: calculated total energy -39633.1805 eV, largest force on an atom 0.91 eV/Å, LUMO energy 0.733 eV. Number 3: calculated total energy -42814.2940 eV, largest force on an atom 2.74 eV/Å, LUMO energy -9.253 eV. Number 4: calculated total energy -35875.1592 eV, largest force on an atom 0.97 eV/Å, LUMO energy 0.629 eV.